Computed, not measured: an isolated molecule of C5H10FN, with ωB97M-V/def2-TZVPD.

Atoms and positions in Å:
C 1.322 -1.309 -0.639
C 0.588 0.064 -0.676
C 0.900 0.851 0.674
C -0.432 0.506 1.228
C -0.951 -0.094 -0.082
H 0.947 -1.879 -1.441
H 2.387 -1.127 -0.731
H 1.108 -1.594 0.373
H 0.899 0.679 -1.613
H 1.141 1.877 0.442
H 1.405 0.442 1.570
H -0.821 1.628 1.543
H -1.270 -1.105 0.290
H -2.957 0.339 -0.420
H -1.718 0.466 -1.746
N -1.948 0.773 -0.779
F -0.600 -0.517 2.007

Results
* energy relative to the best compared isomer or geometry (same formula, charge and spin): 3.480 eV
* largest force on an atom: 0.153 hartree/bohr
* multiplicity: 1
* LUMO energy: 1.1189 eV
* HOMO level: -0.347 Ha
* Kohn-Sham gap: 0.3882 Eh